No. 1
A 8-piece molecular cluster, C21H21F8INO25PS overall, computed with the ωB97M-V functional and the def2-TZVPD basis.

Each line ends with the Mulliken charge.
Geometry (Å):
O -0.5811 5.8863 0.7445  -0.268
N -0.8287 4.9981 1.4186  0.497
O 0.3942 4.1300 1.7599  -0.188
P 1.8281 4.5124 1.0858  -0.080
I 3.1624 2.8697 2.2066  0.244
S 1.4824 3.3265 -0.8075  0.997
O 0.1829 2.7293 -0.7835  -0.487
O 1.8845 4.1377 -1.9169  -0.584
F 2.5121 2.1111 -0.7246  -0.061
C 3.0165 -1.8015 -0.5424  -0.406
C 3.6041 -0.7903 0.4239  0.407
O 4.8602 -1.3553 0.7306  -0.224
C 5.2345 -2.1705 -0.3025  0.550
O 6.3171 -2.6252 -0.4360  -0.505
O 4.1889 -2.3598 -1.1370  -0.328
F 2.8827 -0.6788 1.5713  -0.203
H 2.4831 -2.5759 0.0127  0.288
H 2.3788 -1.3735 -1.3091  0.280
H 3.7528 0.2083 0.0106  0.058
C -3.4398 3.0733 -1.2505  -0.188
C -4.9178 3.2768 -0.9739  0.482
O -4.9936 3.0587 0.4204  -0.364
C -3.7754 3.3091 0.9712  0.546
O -3.5622 3.4165 2.1298  -0.497
O -2.8449 3.4422 -0.0081  -0.184
F -5.6847 2.3616 -1.6129  -0.305
H -3.2501 2.0151 -1.4436  0.266
H -3.0419 3.6844 -2.0533  0.012
H -5.3017 4.2721 -1.2047  0.229
C 5.4547 -1.3490 4.0288  -0.232
C 4.9487 0.0332 4.4030  0.245
O 3.5515 -0.1067 4.2715  -0.259
C 3.2285 -1.4214 4.3978  0.681
O 2.1221 -1.8311 4.5145  -0.540
O 4.3436 -2.1792 4.3798  -0.342
F 5.3707 0.9756 3.5217  -0.277
H 5.6157 -1.3985 2.9496  0.126
H 6.3410 -1.6686 4.5671  0.313
H 5.1826 0.3666 5.4151  0.308
C -3.6184 7.3755 -3.8185  -0.332
C -4.3980 6.1067 -4.1131  0.242
O -5.4258 6.1482 -3.1533  -0.290
C -5.6225 7.4516 -2.7753  0.622
O -6.5363 7.8288 -2.1307  -0.481
O -4.6209 8.2212 -3.2582  -0.326
F -3.6540 4.9856 -3.9036  -0.196
H -2.8526 7.1693 -3.0676  0.240
H -3.1796 7.8480 -4.6912  0.295
H -4.8309 6.0493 -5.1127  0.237
C 0.1994 -4.4996 4.7771  -0.161
C 1.1164 -5.4383 5.5362  0.361
O 0.4921 -6.6965 5.3504  -0.326
C -0.2593 -6.6387 4.2222  0.645
O -0.7415 -7.5826 3.6837  -0.545
O -0.3636 -5.3696 3.7888  -0.302
F 1.1678 -5.1579 6.8594  -0.283
H -0.5920 -4.1443 5.4397  0.251
H 0.7064 -3.6668 4.3044  0.096
H 2.1369 -5.4933 5.1529  0.287
C -2.3660 -8.7915 0.5910  -0.372
C -0.8496 -8.8108 0.5909  0.612
O -0.5363 -8.0743 -0.5757  -0.329
C -1.5799 -7.2491 -0.8609  0.659
O -1.5449 -6.3659 -1.6499  -0.512
O -2.6524 -7.5779 -0.1053  -0.328
F -0.3486 -10.0659 0.4721  -0.300
H -2.7455 -9.6387 0.0159  0.287
H -2.8066 -8.7638 1.5822  0.253
H -0.3998 -8.3256 1.4557  0.052
C 0.7758 2.6374 -4.5528  -0.020
C -0.3479 3.3888 -5.2422  0.337
O -0.2392 2.9519 -6.5762  -0.337
C 0.3747 1.7312 -6.5850  0.569
O 0.4336 1.0154 -7.5235  -0.498
O 0.8866 1.4655 -5.3600  -0.330
F -0.1844 4.7353 -5.1932  -0.295
H 1.7016 3.2123 -4.6018  0.265
H 0.5520 2.3674 -3.5263  -0.052
H -1.3491 3.1524 -4.8736  0.300

Properties
- E_tot: -124758.25019 eV
- SMILES: O=NOP(I)S(=O)(=O)F.O=C1OC[C@@H](F)O1.O=C1OC[C@@H](F)O1.O=C1OC[C@@H](F)O1.O=C1OC[C@@H](F)O1.O=C1OC[C@@H](F)O1.O=C1OC[C@@H](F)O1.O=C1OC[C@@H](F)O1
- HOMO: -10.4721 eV
- Gap between HOMO and LUMO: 8.9 eV



No. 2
C3H4BeO4 as an isolated structure at a distorted geometry, computed with the ωB97M-V functional and the def2-TZVPD basis.

Each line ends with the Mulliken charge.
Geometry (Å):
C -1.5293 0.3325 -0.0611  -0.639
C -0.2352 -0.1201 -0.3588  0.046
O 0.7225 0.8073 -0.7792  -0.180
C 2.0471 0.4713 -0.5890  0.771
O 2.8592 1.3005 -0.9855  -0.664
O 2.2738 -0.5511 0.1240  -0.345
O -2.4387 -0.6180 0.2650  -0.376
Be 1.2385 -1.4930 1.0158  -0.400
H -1.6348 1.2945 0.4494  0.114
H -0.2157 -1.0427 -0.9571  0.253
H -3.2102 -0.2230 0.6814  0.318
H 0.1229 -0.1580 1.1951  0.101

Properties
- Net charge: -1
- E_tot: -11764.77719 eV
- Multiplicity: 2
- HOMO (spin up / spin down): -1.7983 / -2.2022 eV
- Gap between HOMO and LUMO (spin up / spin down): 5.2 / 5.5 eV



No. 3
One molecule with the formula C4H5NO at a distorted geometry, computed with the ωB97M-V functional and the def2-TZVPD basis.

Each line ends with the Mulliken charge.
Geometry (Å):
C -1.0621 -0.6745 0.5887  -1.215
C 0.4121 -0.4043 0.4986  0.175
C 1.0655 0.4262 -0.5208  0.021
O 0.9575 -0.9669 -0.7012  -0.414
C 0.2359 1.4081 -1.1954  0.062
N -0.4311 2.3030 -1.4992  -0.381
H -1.5929 -0.0730 1.3303  0.323
H -1.5262 -0.5544 -0.3936  0.351
H -1.1472 -1.7288 0.8742  0.319
H 0.9740 -0.4847 1.4306  0.371
H 2.0971 0.7344 -0.3663  0.389

Properties
- E_tot: -7764.74603 eV
- SMILES: C[C@H]1O[C@H]1C#N
- HOMO: -11.0082 eV
- Gap between HOMO and LUMO: 11.9 eV



No. 4
One molecule with the formula C5H9N3S at a distorted geometry, computed with the ωB97M-V functional and the def2-TZVPD basis.

Each line ends with the Mulliken charge.
Geometry (Å):
C -2.5956 -1.4107 -0.0523  -0.467
C -3.1992 -0.2631 0.3680  -0.267
C -0.8948 -0.0869 -0.1733  0.641
C 2.4721 -0.0537 0.6025  -1.038
C 1.5102 -0.4293 -0.5525  -0.469
N -1.2804 -1.3014 -0.3727  -0.533
N 0.5906 1.8275 -0.2406  -0.776
N 0.3510 0.5002 -0.3792  0.387
S -2.1066 1.0550 0.2544  -0.136
H -2.9955 -2.4211 -0.1656  0.398
H -4.2990 -0.1891 0.5535  0.349
H 3.5026 -0.5266 0.2944  0.311
H 2.6929 0.9563 0.5921  0.395
H 2.0392 -0.5387 1.5983  0.226
H 1.9522 -0.2106 -1.6512  0.289
H 1.2842 -1.5256 -0.4857  0.286
H 0.5009 2.1013 0.7398  0.249
H 0.4753 2.5165 -0.9300  0.154

Properties
- E_tot: -20634.34375 eV
- SMILES: CCN(N)c1nccs1
- HOMO: -7.8200 eV
- Gap between HOMO and LUMO: 8.5 eV



No. 5
C23H57BaN3O8 as an isolated structure at a distorted geometry, computed with the ωB97M-V functional and the def2-TZVPD basis.

Each line ends with the Mulliken charge.
Geometry (Å):
Ba 0.0291 0.5763 -0.3185  0.588
C 2.3233 3.9975 -2.6554  -1.033
C 2.1156 2.4944 -2.8784  -0.161
O 2.1174 1.7453 -1.7237  -0.570
H 2.4533 4.5118 -3.6140  0.409
H 3.2099 4.2055 -2.0565  0.281
H 1.4199 4.3871 -2.1781  0.058
H 2.8981 2.1546 -3.5835  0.311
H 1.1464 2.3895 -3.4164  -0.127
C -4.1065 -0.7831 2.1540  -1.567
C -3.4166 0.4745 1.5920  0.905
C -3.9224 1.7348 2.3158  -1.501
O -2.0476 0.2867 1.5776  -0.269
H -5.1933 -0.6192 2.1190  0.412
H -3.9000 -0.9033 3.2217  0.311
H -3.8012 -1.6771 1.6181  0.319
H -3.8021 0.5850 0.5509  -0.192
H -3.9046 2.6106 1.6681  0.262
H -3.3765 1.9320 3.2416  0.281
H -4.9526 1.5531 2.6400  0.419
C 4.3228 3.0058 4.0960  -0.836
O 3.5544 2.3772 3.0803  -0.143
C 3.8755 1.0208 2.9228  -1.018
C 3.0797 0.4557 1.7654  -0.422
N 1.6152 0.4282 2.0422  0.292
C 1.2225 -0.6233 2.9973  -0.948
C 1.7973 -1.9975 2.7134  -0.848
O 3.0830 -2.1664 3.2850  -0.354
C 3.5612 -3.4419 2.9772  -0.716
H 5.3733 3.0216 3.8017  0.315
H 4.1865 2.4375 5.0235  0.333
H 3.9018 3.9947 4.2494  0.222
H 3.7444 0.4684 3.8581  0.437
H 4.9334 0.8916 2.6392  0.489
H 3.4618 -0.4986 1.3999  0.348
H 3.2824 1.0882 0.8895  0.164
H 1.5283 1.3248 2.5178  0.015
H 0.1378 -0.7430 2.9532  0.446
H 1.5381 -0.3594 4.0118  0.379
H 1.8882 -2.0914 1.6192  0.203
H 1.1060 -2.7737 3.0526  0.825
H 3.5191 -3.6361 1.9011  0.193
H 3.0034 -4.2555 3.4636  0.329
H 4.5737 -3.6140 3.3417  0.303
C 0.7020 3.8431 0.8877  -0.305
O -0.4593 3.1250 0.4735  -0.074
C -1.2910 3.9307 -0.3355  -0.738
C -2.3314 3.0705 -1.0110  -0.758
N -1.6609 2.0627 -1.8883  0.412
C -2.5281 1.3130 -2.7753  -0.570
C -1.6212 0.5811 -3.7672  -1.258
O -0.5879 -0.0541 -3.0212  0.803
C 0.3642 -0.5789 -3.9079  -0.989
H 1.1675 4.1396 -0.0533  0.106
H 1.3644 3.1763 1.4380  -0.105
H 0.4827 4.6590 1.5831  0.283
H -0.7626 4.4832 -1.1297  0.417
H -1.6698 4.7266 0.3174  0.436
H -2.9500 3.7228 -1.6423  0.403
H -2.9862 2.5543 -0.3084  0.041
H -0.9946 2.6590 -2.3829  -0.154
H -3.2604 1.9446 -3.2934  0.470
H -3.0773 0.5845 -2.1761  0.265
H -1.2006 1.2813 -4.4945  0.554
H -2.2482 -0.1358 -4.3105  0.326
H 0.0124 -1.4322 -4.5053  0.314
H 1.2712 -0.8749 -3.3884  0.014
H 0.6806 0.1267 -4.6863  0.439
C 2.7102 -1.9925 -1.4098  -1.214
O 1.4416 -1.8683 -0.8090  0.699
C 0.6023 -3.0198 -1.0122  -1.083
C -0.5855 -2.9449 -0.0785  -0.399
N -1.5074 -1.9094 -0.5611  1.350
C -2.4782 -2.3132 -1.5510  -0.498
C -3.6859 -3.1310 -1.1204  -0.991
O -3.3641 -4.3909 -0.5288  -0.345
C -2.8493 -5.3446 -1.4357  -0.659
H 3.4263 -2.5207 -0.7675  0.200
H 3.1077 -0.9748 -1.4856  0.287
H 2.7283 -2.4461 -2.4026  0.480
H 1.1886 -3.9295 -0.8456  0.469
H 0.2507 -3.0186 -2.0492  0.461
H -0.2325 -2.6380 0.9097  0.012
H -1.1185 -3.8858 0.0828  0.504
H -1.9777 -1.5862 0.2871  -0.412
H -1.9229 -2.8124 -2.3571  0.519
H -2.9016 -1.4600 -2.0921  -0.403
H -4.3992 -3.2560 -1.9414  0.468
H -4.1839 -2.6319 -0.2868  0.250
H -2.6174 -6.2268 -0.8471  0.235
H -2.0094 -4.9603 -2.0225  0.259
H -3.6174 -5.6161 -2.1742  0.335

Properties
- E_tot: -46317.07211 eV
- HOMO: -6.9122 eV
- Gap between HOMO and LUMO: 7.1 eV



No. 6
One molecule with the formula C3H6O at a distorted geometry, computed with the ωB97M-V functional and the def2-TZVPD basis.

Each line ends with the Mulliken charge.
Geometry (Å):
C 0.7463 0.8738 -0.4774  -1.134
C -0.4640 0.1357 0.0772  0.161
C -0.4261 -1.3369 0.6353  -0.591
O -0.2836 -0.1589 1.4080  -0.341
H 0.6897 1.8599 -0.0017  0.300
H 0.7539 1.0247 -1.5611  0.329
H 1.7079 0.4353 -0.1730  0.323
H -1.4289 0.3297 -0.3652  0.388
H -1.4166 -1.7747 0.7552  0.216
H 0.1214 -1.3885 -0.2973  0.349

Properties
- E_tot: -5252.27943 eV
- SMILES: C[C@H]1CO1
- HOMO: -9.0345 eV
- Gap between HOMO and LUMO: 10.2 eV



No. 7
An isolated ion of composition C5H9N2 and charge +1 at a distorted geometry, computed with the ωB97M-V functional and the def2-TZVPD basis.

Each line ends with the Mulliken charge.
Geometry (Å):
C -0.8101 1.5171 0.0222  -0.147
C -1.5649 -0.7001 -0.0879  -0.473
C -0.1643 -1.3441 0.1541  -0.619
C 1.6574 0.5334 0.4591  -0.455
C 0.5682 1.0483 -0.3550  0.052
N -1.7041 0.6718 0.1702  -0.445
N 0.8616 -0.3580 -0.2757  0.029
H -0.9675 2.6621 0.2699  0.328
H -2.0696 -0.9773 -1.1633  0.308
H -2.2781 -1.0628 0.5850  0.352
H 0.2250 -1.6215 1.1502  0.338
H -0.1331 -2.2728 -0.2874  0.423
H 2.6779 0.7653 0.1859  0.324
H 1.4333 0.3471 1.5733  0.257
H 0.8444 1.5585 -1.3042  0.338
H 1.4239 -0.7668 -1.0962  0.389

Properties
- Net charge: +1
- E_tot: -8301.22591 eV
- SMILES: C1=NCC[N@@H+]2C[C@H]12
- HOMO: -13.8880 eV
- Gap between HOMO and LUMO: 10.4 eV



No. 8
A 2-piece molecular cluster, C3H9N2O2 overall at a distorted geometry, computed with the ωB97M-V functional and the def2-TZVPD basis.

Each line ends with the Mulliken charge.
Geometry (Å):
O 2.0449 0.6427 0.4896  -0.614
C 1.7687 0.3570 1.6784  0.006
O 0.6429 0.0006 2.1713  -0.723
H 2.7416 0.3752 2.3422  0.340
C -0.0947 -1.4627 -0.5644  -0.726
N -0.8328 -0.4790 -1.3857  -0.492
C -0.7109 0.8950 -0.8861  -0.464
N -1.2967 1.0689 0.4151  -0.542
H -0.0879 -2.3992 -1.0958  0.387
H 0.9348 -1.1801 -0.2666  0.159
H -0.6826 -1.6303 0.3548  0.238
H -0.5016 -0.5356 -2.3751  0.248
H -1.2505 1.4820 -1.6429  0.359
H 0.3103 1.2838 -0.8093  0.294
H -2.2635 0.8332 0.3869  0.201
H -0.7222 0.7486 1.1874  0.329

Properties
- Net charge: -1
- E_tot: -10333.19980 eV
- HOMO: -4.2116 eV
- Gap between HOMO and LUMO: 8.5 eV



Question: E_tot of number 7 (C5H9N2)?
Answer: -8301.22591 eV